(1)
Here is C8H12FeN7O3Se as an isolated structure from the Open Molecules 2025 dataset. Energies are from ωB97M-V/def2-TZVPD.

Geometry as XYZ:
```
32
Properties=species:S:1:pos:R:3
Fe 0.505 -0.299 1.506
N -1.040 4.614 2.606
N -0.302 3.453 2.659
N 0.823 3.375 3.333
C 1.224 2.151 3.035
N 0.354 1.549 2.215
N -0.624 2.405 1.976
H -0.793 5.173 3.414
H -2.025 4.379 2.587
H 2.123 1.691 3.408
C -2.508 -0.046 -2.124
N -1.348 -0.814 -2.556
C -1.338 -1.764 -3.554
C -0.078 -2.245 -3.631
N 0.664 -1.583 -2.678
C 2.076 -1.807 -2.386
C -0.119 -0.712 -2.028
Se 0.417 0.532 -0.731
H -3.342 -0.294 -2.774
H -2.290 1.017 -2.189
H -2.758 -0.298 -1.095
H -2.220 -2.007 -4.118
H 0.353 -2.989 -4.275
H 2.456 -2.544 -3.087
H 2.184 -2.174 -1.367
H 2.626 -0.876 -2.497
O -1.904 -1.401 2.946
C -1.019 -0.981 2.396
O 1.209 -2.192 1.334
C 2.010 -1.912 2.265
O 1.950 -0.756 2.781
H 2.733 -2.646 2.630
```

Its charge is +1. For the energy above the lowest of the compared OMol25 structures with the same formula, charge and spin, the calculation gives 0.00 kcal per mole. Its LUMO energy (alpha / beta) is -3.2 / -3.0 eV. Its multiplicity is 1. As for the largest force on an atom: 0.50 eV/A. The gap between HOMO and LUMO (alpha / beta) is 0.3104 / 0.3193 Ha.

Results of the natural (NBO) charge analysis, in e, for atoms 1 through 6:
1. Fe 0.825
2. N -0.585
3. N 0.195
4. N -0.241
5. C 0.155
6. N -0.349

---

(2)
Here is C8H12HgO5 as an isolated structure from the Open Molecules 2025 dataset. Energies are from ωB97M-V/def2-TZVPD.

Geometry as XYZ:
```
26
Properties=species:S:1:pos:R:3
O 4.242 0.768 -1.269
C 1.868 0.960 -0.265
O 0.696 0.573 0.151
O 2.588 1.418 0.632
Hg 4.408 1.202 0.628
C -0.245 -0.141 -0.586
C -1.334 -0.586 0.025
C -2.495 -1.156 -0.733
C -3.550 -0.144 -1.114
O -4.163 0.403 0.137
C -5.379 0.388 0.330
O -5.929 0.682 1.414
H -0.102 -0.135 -1.666
H -1.396 -0.523 1.114
H 4.719 0.152 -1.837
H -2.967 -1.964 -0.155
H -2.158 -1.597 -1.682
H -4.361 -0.589 -1.699
H -3.145 0.741 -1.613
H -6.905 0.696 1.385
C 3.425 1.760 -2.170
C 2.010 1.412 -1.837
H 3.662 2.811 -1.967
H 3.646 1.500 -3.210
H 1.730 0.524 -2.426
H 1.327 2.240 -2.053
```

Its charge is +3. Its LUMO energy (alpha / beta) is -13.2 / -13.2 eV. Its multiplicity is 2. As for the largest force on an atom: 9.19 eV/A. The gap between HOMO and LUMO (alpha / beta) is 0.2354 / 0.2355 Ha.

Results of the natural (NBO) charge analysis, in e, for atoms 1 through 6:
1. O -0.907
2. C 0.875
3. O -0.395
4. O -0.787
5. Hg 1.776
6. C 0.062

---

(3)
Here is an isolated ion of composition C8H12N and charge +1 from the Open Molecules 2025 dataset. Energies are from ωB97M-V/def2-TZVPD.

Geometry as XYZ:
```
21
Properties=species:S:1:pos:R:3
C -2.611 1.576 -0.382
C 0.700 -1.772 0.831
C -2.121 0.542 -0.018
C 0.195 -0.642 0.280
C 0.910 1.650 0.798
C 2.127 0.389 -1.148
C -1.605 -0.728 0.188
C 1.032 0.410 -0.017
N -1.909 -1.769 -0.622
H -2.946 2.602 -0.346
H 1.768 -1.772 1.247
H 1.772 2.101 0.950
H 0.352 1.589 1.644
H 0.345 2.384 0.128
H 1.944 -0.341 -1.898
H 3.092 0.024 -0.763
H 2.091 1.405 -1.553
H -1.648 -0.867 1.256
H 0.123 -2.482 1.454
H -1.917 -1.577 -1.642
H -1.694 -2.721 -0.387
```

Its charge is +1. For the energy above the lowest of the compared OMol25 structures with the same formula, charge and spin, the calculation gives 81.31 kcal per mole. Its LUMO energy is -5.6 eV. Its multiplicity is 1. As for the largest force on an atom: 5.75 eV/A. The gap between HOMO and LUMO is 0.2890 Ha.

Results of the natural (NBO) charge analysis, in e, for atoms 1 through 6:
1. C -0.102
2. C -0.316
3. C -0.109
4. C -0.174
5. C -0.688
6. C -0.688